(1)
Here is C32H83AsF9N7O9 as an isolated structure in a non-equilibrium geometry from OMol25. Energies are from ωB97M-V/def2-TZVPD.

```
141
Properties=species:S:1:pos:R:3:lowdin_charge:R:1
C 23.971 -19.615 21.276 -0.41
O 23.217 -20.064 20.138 -0.12
O 23.357 -18.402 21.772 -0.22
C 24.330 -20.751 22.359 -0.62
F 23.381 -20.894 23.184 0.20
F 24.623 -21.889 21.637 0.07
F 25.434 -20.395 23.011 0.12
C 23.842 -20.956 19.178 -0.29
C 22.870 -22.066 18.827 -0.10
H 23.301 -22.852 18.207 0.05
H 22.550 -22.636 19.700 0.06
H 21.981 -21.690 18.320 0.07
H 24.848 -21.324 19.377 0.10
H 23.928 -20.371 18.262 0.07
H 24.895 -19.370 20.753 0.11
As 24.337 -16.485 17.172 0.95
F 23.999 -18.165 17.527 -0.25
F 22.775 -16.006 18.004 -0.27
F 24.643 -14.760 16.712 -0.31
F 25.865 -16.894 16.372 -0.29
F 23.348 -16.801 15.639 -0.31
F 25.177 -16.232 18.737 -0.26
C 30.796 -17.791 16.869 -0.04
C 30.586 -16.428 17.577 -0.42
C 29.228 -15.806 17.832 -0.23
O 29.115 -14.584 18.486 -0.17
C 27.810 -14.111 18.662 -0.11
N 31.351 -16.411 18.832 0.01
H 31.668 -18.329 17.241 0.07
H 30.897 -17.572 15.806 0.07
H 29.910 -18.410 17.015 0.07
H 31.199 -15.659 17.106 0.12
H 28.617 -16.519 18.386 0.13
H 28.691 -15.736 16.886 0.12
H 27.178 -14.159 17.775 0.08
H 27.818 -13.067 18.978 0.08
H 27.208 -14.559 19.453 0.06
H 30.916 -15.672 19.366 0.05
H 30.970 -17.091 19.474 0.06
C 23.718 -15.550 26.097 -0.08
C 23.637 -15.671 24.504 -0.38
C 25.122 -15.943 24.053 -0.21
O 25.193 -16.125 22.658 -0.23
C 26.524 -16.394 22.223 -0.09
N 22.734 -16.762 24.187 0.08
H 24.470 -14.797 26.333 0.05
H 24.022 -16.501 26.534 0.06
H 22.795 -15.250 26.594 0.06
H 23.437 -14.706 24.038 0.12
H 25.387 -16.911 24.480 0.12
H 25.782 -15.122 24.330 0.11
H 26.597 -17.467 22.050 0.09
H 27.311 -16.052 22.896 0.08
H 26.607 -15.955 21.229 0.06
H 21.926 -16.557 24.758 0.06
H 23.174 -17.450 24.780 0.06
C 20.335 -15.178 14.991 -0.06
C 19.090 -15.032 14.153 -0.43
C 19.349 -14.474 12.688 -0.21
O 20.006 -13.243 12.948 -0.18
C 20.434 -12.696 11.643 -0.09
N 18.461 -16.360 14.039 0.03
H 20.025 -15.656 15.920 0.08
H 20.823 -14.227 15.203 0.08
H 21.100 -15.783 14.504 0.06
H 18.402 -14.367 14.676 0.13
H 18.401 -14.389 12.156 0.11
H 20.018 -15.223 12.266 0.11
H 19.645 -12.488 10.921 0.07
H 21.232 -13.241 11.138 0.07
H 20.982 -11.773 11.830 0.08
H 17.722 -16.331 13.351 0.05
H 19.233 -16.975 13.826 0.07
C 23.374 -14.918 12.916 -0.07
C 24.325 -15.881 12.249 -0.42
C 25.782 -15.315 12.068 -0.18
O 25.717 -14.102 11.384 -0.19
C 26.872 -13.309 11.442 -0.12
N 24.201 -17.101 13.033 0.06
H 23.390 -13.992 12.343 0.07
H 23.613 -14.815 13.975 0.08
H 22.326 -15.212 12.851 0.05
H 23.818 -15.937 11.286 0.13
H 26.286 -16.120 11.534 0.11
H 26.157 -15.129 13.075 0.13
H 27.412 -13.318 12.390 0.09
H 26.380 -12.336 11.420 0.08
H 27.485 -13.331 10.541 0.08
H 24.577 -16.820 13.928 0.05
H 24.931 -17.711 12.693 0.03
C 19.318 -17.931 18.925 -0.08
C 19.787 -17.530 20.302 -0.44
C 19.684 -18.589 21.423 -0.14
O 20.523 -18.113 22.535 -0.18
C 20.363 -19.009 23.565 -0.19
N 21.121 -17.040 20.181 0.07
H 18.236 -18.027 19.008 0.05
H 19.560 -18.924 18.546 0.07
H 19.412 -17.211 18.112 0.06
H 19.219 -16.636 20.560 0.12
H 20.131 -19.521 21.073 0.12
H 18.652 -18.677 21.760 0.11
H 20.437 -20.060 23.286 0.08
H 19.519 -18.789 24.220 0.07
H 21.216 -18.822 24.217 0.06
H 21.568 -17.544 19.429 0.07
H 20.999 -16.134 19.751 0.02
C 26.054 -21.206 15.373 -0.05
C 25.710 -20.175 14.283 -0.47
C 26.382 -20.314 12.934 -0.22
O 26.201 -19.091 12.233 -0.22
C 26.885 -19.243 10.965 -0.08
N 24.272 -20.099 14.118 0.07
H 25.517 -20.866 16.259 0.07
H 27.109 -21.077 15.616 0.07
H 25.860 -22.251 15.131 0.07
H 26.140 -19.290 14.752 0.13
H 25.974 -21.162 12.383 0.13
H 27.397 -20.471 13.299 0.12
H 26.805 -18.325 10.384 0.08
H 26.278 -19.960 10.412 0.08
H 27.878 -19.681 11.075 0.08
H 24.204 -19.522 13.292 0.04
H 23.838 -19.648 14.910 0.07
C 24.530 -13.228 20.865 -0.08
C 23.153 -13.823 20.869 -0.39
C 22.348 -13.556 19.594 -0.18
O 21.147 -14.379 19.623 -0.22
C 20.106 -13.814 18.907 -0.12
N 23.399 -15.307 20.874 0.09
H 25.162 -13.611 21.666 0.07
H 24.377 -12.184 21.138 0.06
H 25.017 -13.315 19.893 0.07
H 22.575 -13.453 21.715 0.12
H 22.966 -13.565 18.696 0.11
H 22.119 -12.491 19.624 0.11
H 19.781 -12.844 19.283 0.08
H 19.312 -14.551 19.025 0.08
H 20.341 -13.790 17.843 0.08
H 23.307 -15.537 19.895 0.01
H 24.400 -15.437 20.908 0.02
```

Results
- net charge = -2
- max |F| (eV/Å) = 6.16
- Kohn-Sham gap (eV) = 3.92
- DFT total energy (a.u.) = -5463.83715

***

(2)
Here is C32H84BMn2O16 as an isolated structure in a non-equilibrium geometry from OMol25. Energies are from ωB97M-V/def2-TZVPD.

```
135
Properties=species:S:1:pos:R:3:mulliken_spin:R:1
Mn -0.859 -2.867 0.668 4.75
Mn -3.009 -1.067 -1.006 4.72
C 2.750 -2.251 1.784 0.00
C 2.158 -3.544 1.160 0.01
O 1.169 -3.382 0.216 0.11
H 3.397 -1.680 1.123 0.00
H 3.209 -2.665 2.694 0.00
H 1.964 -1.606 2.195 0.01
H 1.816 -4.169 2.019 0.00
H 2.931 -4.152 0.663 0.01
C -3.507 3.245 -0.793 0.00
C -4.460 2.069 -0.690 0.00
O -3.746 0.889 -0.807 0.03
H -2.793 3.303 -1.618 0.00
H -2.817 3.213 0.057 0.00
H -4.029 4.211 -0.724 0.00
H -5.348 2.110 -1.345 0.00
H -4.916 2.101 0.316 0.00
C -4.616 -1.732 2.664 0.00
C -4.205 -2.695 1.535 0.01
O -3.068 -2.265 0.855 0.17
H -5.025 -0.848 2.165 0.00
H -3.770 -1.373 3.249 0.00
H -5.357 -2.277 3.255 0.00
H -5.088 -2.793 0.888 0.00
H -3.895 -3.642 2.004 0.00
C -0.318 1.317 -0.079 0.01
C 0.148 -0.096 -0.393 -0.11
O -0.865 -1.026 -0.498 0.09
H -0.875 1.352 0.864 0.00
H -0.970 1.717 -0.857 0.00
H 0.542 1.986 0.055 -0.01
H 0.915 -0.402 0.336 0.01
H 0.725 -0.054 -1.336 0.00
B -1.730 -3.713 -1.682 -0.08
H -2.623 -2.961 -1.713 0.04
H -0.721 -3.354 -2.127 0.02
H -1.489 -4.116 -0.627 0.04
H -2.168 -4.607 -2.299 0.01
C -2.372 0.576 -3.618 0.01
O -2.920 -0.637 -3.153 0.03
C -4.091 -0.995 -3.883 0.00
C -4.640 -2.196 -3.083 0.01
O -4.891 -1.705 -1.751 0.03
C -6.129 -1.036 -1.609 0.02
H -2.787 1.485 -3.184 0.00
H -2.397 0.647 -4.710 0.00
H -1.308 0.600 -3.373 0.00
H -3.837 -1.348 -4.888 0.00
H -4.818 -0.185 -3.952 0.00
H -3.940 -3.024 -3.105 -0.01
H -5.629 -2.445 -3.482 0.00
H -6.965 -1.700 -1.858 0.00
H -6.164 -0.102 -2.166 0.00
H -6.237 -0.882 -0.536 -0.01
C 2.157 2.988 -2.905 0.00
O 3.247 3.686 -2.345 0.00
C 3.268 5.072 -2.613 0.00
C 2.215 5.811 -1.769 0.00
O 0.944 5.624 -2.343 0.00
C -0.099 6.174 -1.560 0.00
H 1.894 3.369 -3.896 0.00
H 1.253 2.970 -2.293 0.00
H 2.449 1.937 -2.980 0.00
H 3.163 5.298 -3.680 0.00
H 4.276 5.412 -2.371 0.00
H 2.513 6.870 -1.721 0.00
H 2.146 5.455 -0.736 0.00
H -0.120 5.757 -0.543 0.00
H -1.002 5.800 -2.032 0.00
H 0.049 7.251 -1.471 0.00
C 3.125 2.874 1.076 0.00
O 4.336 2.695 1.789 0.00
C 5.407 2.520 0.919 0.00
C 5.243 1.496 -0.230 0.00
O 5.215 0.147 0.142 0.00
C 6.473 -0.416 0.467 0.00
H 3.230 3.662 0.325 0.00
H 2.295 3.076 1.749 0.00
H 2.896 1.927 0.581 0.00
H 6.298 2.124 1.416 0.00
H 5.765 3.464 0.489 0.00
H 5.991 1.768 -0.989 0.00
H 4.299 1.642 -0.758 0.00
H 6.286 -1.427 0.827 0.00
H 6.931 0.158 1.276 0.00
H 7.115 -0.484 -0.417 0.00
C 3.844 -1.835 -2.623 0.00
O 3.604 -3.192 -2.355 0.00
C 4.800 -3.930 -2.426 0.00
C 4.460 -5.396 -2.278 0.00
O 3.672 -5.565 -1.127 0.00
C 3.741 -6.741 -0.398 0.00
H 4.326 -1.287 -1.805 0.00
H 2.889 -1.398 -2.906 0.00
H 4.524 -1.681 -3.478 0.00
H 5.450 -3.581 -1.612 0.00
H 5.343 -3.745 -3.362 0.00
H 5.394 -5.967 -2.188 0.00
H 3.905 -5.766 -3.145 0.00
H 3.213 -6.665 0.555 0.00
H 4.767 -6.926 -0.039 0.00
H 3.353 -7.615 -0.929 0.00
C -1.425 -5.939 1.524 0.02
O -0.925 -4.704 1.989 0.04
C -1.120 -4.503 3.353 0.00
C -0.346 -3.238 3.786 0.02
O -0.740 -2.284 2.799 -0.03
C -0.814 -0.961 3.386 0.03
H -1.030 -6.801 2.067 0.00
H -1.165 -6.066 0.474 -0.01
H -2.521 -5.902 1.524 0.00
H -0.815 -5.339 4.001 0.00
H -2.183 -4.413 3.619 0.00
H 0.729 -3.426 3.711 -0.01
H -0.544 -2.934 4.814 0.00
H 0.214 -0.802 3.720 0.00
H -1.558 -0.966 4.181 0.01
H -1.075 -0.230 2.625 -0.02
C -0.138 2.919 3.693 0.00
O -1.433 3.401 3.946 0.00
C -1.814 4.351 2.959 0.00
C -3.089 5.072 3.331 0.00
O -3.085 6.449 3.024 0.00
C -3.037 6.711 1.634 0.00
H 0.006 2.474 2.703 0.00
H 0.121 2.121 4.388 0.00
H 0.600 3.718 3.815 0.00
H -1.998 3.727 2.071 0.00
H -1.003 5.025 2.664 0.00
H -3.352 4.940 4.388 0.00
H -4.005 4.621 2.914 0.00
H -3.500 7.694 1.527 0.00
H -3.764 6.081 1.100 0.00
H -2.063 6.568 1.168 0.00
```

Results
- net charge = -1
- ⟨S²⟩ = 30.01
- max |F| (eV/Å) = 2.79
- multiplicity = 11
- Kohn-Sham gap (alpha / beta) (eV) = 5.96 / 6.49
- DFT total energy (a.u.) = -4800.04161

***

(3)
Here is a 9-piece molecular cluster, C32H86ClN6O15 overall in a non-equilibrium geometry from OMol25. Energies are from ωB97M-V/def2-TZVPD.

```
140
Properties=species:S:1:pos:R:3:lowdin_charge:R:1
Cl -0.612 -0.106 -0.377 0.63
O -1.028 0.385 0.909 -0.34
O 0.824 -0.193 -0.481 -0.35
O -1.161 -1.426 -0.609 -0.38
O -1.049 0.654 -1.485 -0.35
C 1.709 5.001 -6.503 -0.09
O 1.277 3.629 -6.380 -0.19
C 0.302 3.455 -5.417 -0.24
C 0.085 1.888 -5.241 -0.15
N 1.311 1.078 -5.089 -0.06
C 1.631 0.859 -3.710 -0.22
C 2.367 2.031 -3.086 -0.21
O 3.458 2.549 -3.883 -0.16
C 4.276 3.420 -3.068 -0.10
H 2.291 5.150 -7.412 0.08
H 2.209 5.353 -5.600 0.08
H 0.882 5.684 -6.708 0.07
H -0.604 3.999 -5.692 0.12
H 0.739 3.856 -4.499 0.09
H -0.408 1.508 -6.136 0.11
H -0.556 1.703 -4.376 0.10
H 0.973 0.174 -5.393 0.10
H 2.137 -0.107 -3.665 0.13
H 0.710 0.597 -3.183 0.09
H 2.731 1.579 -2.160 0.10
H 1.720 2.827 -2.713 0.10
H 4.924 4.089 -3.636 0.08
H 4.991 2.860 -2.463 0.08
H 3.689 4.070 -2.416 0.08
C 7.312 1.500 4.197 -0.12
O 6.090 1.697 4.886 -0.21
C 5.292 0.484 5.128 -0.18
C 4.606 -0.068 3.874 -0.24
N 3.564 0.812 3.409 -0.05
C 2.964 0.526 2.117 -0.19
C 3.664 1.285 0.994 -0.22
O 3.409 2.660 0.977 -0.19
C 2.085 3.117 0.714 -0.08
H 7.052 0.847 3.361 0.06
H 8.115 1.058 4.787 0.08
H 7.540 2.444 3.703 0.09
H 4.540 0.801 5.852 0.12
H 5.809 -0.278 5.715 0.11
H 4.325 -1.111 4.032 0.12
H 5.437 -0.210 3.175 0.09
H 3.945 1.748 3.459 0.11
H 1.916 0.772 2.285 0.11
H 3.096 -0.523 1.845 0.12
H 3.212 0.875 0.088 0.10
H 4.743 1.149 1.062 0.13
H 1.291 2.639 1.289 0.08
H 1.975 3.092 -0.371 0.07
H 2.038 4.175 0.974 0.08
C -5.106 -3.473 3.010 -0.13
O -5.624 -2.631 1.993 -0.20
C -5.203 -2.974 0.654 -0.18
C -5.648 -2.082 -0.555 -0.17
N -4.641 -2.146 -1.663 -0.06
C -5.023 -1.202 -2.669 -0.24
C -4.438 -1.249 -4.066 -0.23
O -5.102 -1.943 -5.069 -0.17
C -4.933 -3.359 -5.144 -0.09
H -5.687 -4.385 2.842 0.08
H -5.472 -3.041 3.941 0.09
H -4.071 -3.810 3.085 0.07
H -5.392 -4.029 0.444 0.12
H -4.110 -2.958 0.675 0.10
H -5.774 -1.052 -0.217 0.12
H -6.576 -2.508 -0.938 0.11
H -3.802 -1.814 -1.202 0.09
H -4.968 -0.198 -2.237 0.12
H -6.116 -1.225 -2.685 0.12
H -3.361 -1.411 -3.973 0.12
H -4.478 -0.230 -4.455 0.12
H -5.274 -3.814 -6.071 0.08
H -5.404 -3.744 -4.237 0.08
H -3.914 -3.714 -4.974 0.06
C -1.007 5.681 1.517 -0.07
C -2.013 4.556 1.219 -0.38
C -1.663 3.887 -0.210 -0.19
O -1.959 4.861 -1.198 -0.17
C -1.559 4.382 -2.463 -0.11
N -1.866 3.505 2.222 0.04
H -1.309 6.407 2.273 0.06
H -0.944 6.330 0.642 0.07
H -0.039 5.277 1.813 0.06
H -2.975 5.056 1.107 0.13
H -2.304 3.006 -0.291 0.11
H -0.675 3.423 -0.193 0.10
H -1.266 5.156 -3.171 0.08
H -2.395 3.797 -2.853 0.09
H -0.748 3.654 -2.392 0.07
H -1.646 2.639 1.745 0.03
H -2.790 3.332 2.597 0.07
C 5.358 -2.985 -0.145 -0.10
C 5.262 -4.467 -0.224 -0.42
C 3.723 -4.860 -0.203 -0.20
O 3.048 -4.424 -1.360 -0.21
C 1.906 -3.595 -1.192 -0.06
N 5.947 -4.873 -1.451 0.04
H 5.196 -2.575 0.854 0.07
H 4.710 -2.390 -0.791 0.08
H 6.322 -2.542 -0.402 0.07
H 5.707 -4.943 0.651 0.13
H 3.155 -4.839 0.728 0.12
H 3.812 -5.945 -0.317 0.11
H 2.276 -2.686 -0.718 0.08
H 1.159 -4.158 -0.630 0.08
H 1.448 -3.424 -2.166 0.08
H 6.394 -5.761 -1.270 0.06
H 5.137 -4.946 -2.055 0.07
C -2.126 -1.088 3.922 -0.06
C -2.797 0.101 4.491 -0.48
C -3.293 -0.229 5.908 -0.17
O -3.873 0.962 6.539 -0.21
C -4.726 0.753 7.700 -0.09
N -1.980 1.271 4.521 0.07
H -2.801 -1.939 4.029 0.07
H -1.217 -1.387 4.446 0.09
H -1.818 -0.981 2.881 0.06
H -3.738 0.395 4.022 0.15
H -2.341 -0.512 6.362 0.12
H -4.074 -0.991 5.889 0.11
H -5.318 1.647 7.888 0.08
H -4.148 0.344 8.530 0.08
H -5.368 -0.078 7.398 0.07
H -1.877 1.581 3.562 0.03
H -1.011 0.977 4.593 0.08
C -1.847 -3.813 -3.068 -0.18
O -0.829 -2.841 -3.074 -0.13
H -2.878 -3.458 -3.044 0.03
H -1.838 -4.292 -4.049 0.07
H -1.693 -4.575 -2.303 0.08
H -0.946 -2.239 -2.331 0.02
C -0.961 -4.000 1.641 -0.17
O 0.135 -3.278 2.153 -0.12
H -0.834 -4.385 0.628 0.06
H -1.361 -4.786 2.282 0.08
H -1.784 -3.283 1.617 0.05
H 0.222 -2.477 1.628 0.06
```

Results
- net charge = -1
- max |F| (eV/Å) = 3.05
- Kohn-Sham gap (eV) = 8.76
- DFT total energy (a.u.) = -3187.60252

***

Q: max |F| of number 2 (C32H84BMn2O16)?
A: 2.79 eV/Å

***

Q: DFT total energy of number 3 (C32H86ClN6O15)?
A: -3187.60252 a.u.

***

Q: What is the DFT total energy in the second record?
A: -4800.04161 a.u.